The following is a DFT calculation (the ωB97M-V functional and the def2-TZVPD basis) of a single C7H15N2P molecule in a non-equilibrium geometry.

```
! RIJCOSX wB97M-V def2-TZVPD def2/J DEFGRID3
* xyz 0 1
C -0.02963 1.97250 -0.29722
C 1.03292 1.41838 0.39038
C -0.97172 1.06823 -1.11778
C 3.51265 -0.76647 -0.04457
C -3.20005 -0.56424 0.74049
C 2.16452 -0.75786 0.66449
C -1.71853 -0.36854 0.78590
N 1.21814 0.18891 0.04532
N -1.07792 -0.29143 -0.54959
P -1.20093 -1.62618 -1.47900
H -0.29245 3.13621 -0.32325
H 1.63740 1.99794 1.02291
H -1.91562 1.60101 -1.05498
H -0.57137 1.11461 -2.10325
H 3.89363 -1.83672 -0.20584
H 3.32537 -0.38903 -1.08911
H 4.33385 -0.25000 0.38351
H -3.51827 -1.64829 0.97132
H -3.77790 0.05792 1.45973
H -3.58725 -0.20667 -0.29017
H 1.60295 -1.70379 0.54134
H 2.31217 -0.43980 1.73174
H -1.44527 0.55904 1.33064
H -1.05522 -1.16862 1.14107
H -0.67148 -1.09710 -2.65408
*
```

Summary:
ΔE to the lowest compared entry with this formula, charge and spin: 3.568 eV
maximum force: 3.64 eV/A
E_HOMO (spin up / spin down): -6.1 / -5.7 eV
gap between HOMO and LUMO (spin up / spin down): 4.957 / 3.931 eV
LUMO energy (spin up / spin down): -1.2 / -1.7 eV

These are the Löwdin partial charges, in e, on atoms 1 to 8: -0.144, -0.268, -0.256, -0.119, -0.129, -0.292, -0.317, -0.058